i | ORCA calculation (the ωB97M-V functional and the def2-TZVPD basis) on 2 unconnected molecules or ions with the total composition C4H9N2O.

Geometry as XYZ:
```
16
C4H9N2O (the ωB97M-V functional and the def2-TZVPD basis)
C -0.34665 1.55441 0.45873
C 1.62646 0.23759 -0.09116
C 2.77918 -0.54190 -0.32455
C -2.35312 -0.43792 -0.75351
N 0.75658 0.98500 0.10474
N -0.77240 -1.12386 0.69425
O -1.59679 -0.19884 0.44202
H -0.70275 2.48024 -0.02551
H -0.55589 1.50467 1.53241
H 3.10567 -0.96761 -1.23507
H 2.69475 -1.35452 0.39356
H 3.65064 0.03303 0.06477
H -2.23126 0.45308 -1.44352
H -3.41952 -0.38502 -0.41221
H -2.16170 -1.43944 -0.97550
H -0.47319 -0.79891 1.57053
```

## Properties
- HOMO-LUMO gap (alpha / beta) (eV) = 8.3 / 8.7
- total charge = +1
- HOMO (alpha / beta) (eV) = -12.128 / -14.635
- 2S+1 = 3

Atomic partial charges in e from the natural (NBO) method, atoms 1 to 4: -0.063 0.646 -0.767 -0.284

---

ii | ORCA calculation (the ωB97M-V functional and the def2-TZVPD basis) on a gas-phase ion, C4H9N2O (charge +1).

Geometry as XYZ:
```
16
C4H9N2O (the ωB97M-V functional and the def2-TZVPD basis)
C 1.03081 0.25304 -0.09400
C -0.53963 0.08561 -0.82352
C 3.43407 -0.16832 0.19723
C -2.72647 0.40170 0.47062
N 2.03511 -0.38903 -0.12180
N -1.67869 -0.62275 0.02371
O 0.16003 1.14433 0.08841
H -0.63262 0.28966 -1.95610
H 3.90318 0.17142 -0.76826
H 3.83469 -1.22633 0.41481
H 3.49884 0.68989 0.86361
H -2.24768 1.15954 1.04947
H -3.08129 0.87486 -0.43318
H -3.51142 -0.29673 1.02266
H -2.12028 -1.16993 -0.68396
H -1.35866 -1.19697 0.75031
```

## Properties
- HOMO-LUMO gap (alpha / beta) (eV) = 5.7 / 8.4
- total charge = +1
- HOMO (alpha / beta) (eV) = -8.968 / -14.766
- 2S+1 = 3

Atomic partial charges in e from the natural (NBO) method, atoms 1 to 4: 0.633 0.021 -0.452 -0.407

---

Which structure wins on stability? i wins.

---

i | ORCA calculation (the ωB97M-V functional and the def2-TZVPD basis) on a gas-phase ion, C5H10N (charge +1).

Geometry as XYZ:
```
16
C5H10N (the ωB97M-V functional and the def2-TZVPD basis)
C 0.05243 -0.10884 0.06820
C 1.09559 -0.75833 -0.27061
C -1.23767 -0.96774 -0.13360
C 2.24581 -1.53911 -0.43141
C -1.33205 2.00580 0.50479
N -0.10508 1.16940 0.56074
H -1.39199 -1.43486 0.76814
H -1.04694 -1.71094 -0.95280
H -1.93889 -0.23738 -0.34700
H 2.41356 -2.36785 0.35743
H 3.02868 -0.76021 -0.43448
H 2.23893 -2.01632 -1.46590
H -2.23073 1.64728 0.94614
H -1.02645 2.97590 0.98245
H -1.49786 2.31231 -0.54116
H 0.73265 1.79088 0.38907
```

## Properties
- HOMO-LUMO gap (eV) = 7.6
- total charge = +1
- HOMO (eV) = -13.534
- 2S+1 = 1

Atomic partial charges in e from the natural (NBO) method, atoms 1 to 4: 0.113 0.434 -0.554 -0.764

---

ii | ORCA calculation (the ωB97M-V functional and the def2-TZVPD basis) on 2 unconnected molecules or ions with the total composition C5H10N.

Geometry as XYZ:
```
16
C5H10N (the ωB97M-V functional and the def2-TZVPD basis)
C -1.29662 -0.91508 -0.42110
C -2.57025 -0.26966 0.17649
C -1.21610 0.32050 -0.13361
C 1.95212 -0.17912 -0.45881
C 2.36156 -0.73398 0.67289
N -0.32246 1.46475 -0.01509
H -0.68383 -1.80676 -0.83295
H -3.44690 0.03705 -0.53569
H -2.93983 -0.62253 1.15138
H 1.06560 -0.67337 -0.87873
H 2.57058 0.40363 -1.11244
H 3.16666 -0.48749 1.21609
H 1.65634 -1.55039 1.07850
H -0.45562 1.90938 -0.92836
H 0.72345 1.23478 0.14163
H -0.56469 1.86828 0.87979
```

## Properties
- HOMO-LUMO gap (eV) = 10.9
- total charge = +1
- HOMO (eV) = -14.537
- 2S+1 = 1

Atomic partial charges in e from the natural (NBO) method, atoms 1 to 4: -0.110 -0.370 0.031 -0.527

---

iii | ORCA calculation (the ωB97M-V functional and the def2-TZVPD basis) on 2 unconnected molecules or ions with the total composition C5H10N.

Geometry as XYZ:
```
16
C5H10N (the ωB97M-V functional and the def2-TZVPD basis)
C -0.80343 -0.39000 0.94098
C -0.05237 1.87065 0.21047
C 0.27594 0.67499 1.13417
C -0.46348 -0.37101 -0.59133
C 0.30382 -1.61351 -0.86405
N 0.50281 0.73528 -0.31401
H -0.48752 -1.26319 1.54491
H -1.88688 0.06941 0.99388
H -1.16136 2.08840 -0.09387
H 0.52336 2.87656 0.44366
H 1.13628 0.74811 1.78916
H -1.27870 -0.24823 -1.22873
H 0.00478 -1.92775 -1.85753
H 0.16907 -2.43155 -0.12384
H 1.42799 -1.30648 -1.00750
H 1.78970 0.48833 -0.97635
```

## Properties
- HOMO-LUMO gap (eV) = 10.4
- total charge = +1
- HOMO (eV) = -15.328
- 2S+1 = 1

Atomic partial charges in e from the natural (NBO) method, atoms 1 to 4: -0.409 -0.249 -0.039 -0.049

---

Which structure wins on stability? i wins.

---

i | ORCA calculation (the ωB97M-V functional and the def2-TZVPD basis) on 2 unconnected molecules or ions with the total composition C4H7N3O.

Geometry as XYZ:
```
15
C4H7N3O (the ωB97M-V functional and the def2-TZVPD basis)
C -1.60550 0.38503 0.92714
C -2.50817 -0.50795 -0.70629
C -0.66047 -0.31751 0.24058
C 1.44590 -0.51454 0.67024
N -1.26152 -0.84764 -0.83021
N 2.03773 0.70760 -1.13272
N 2.14823 0.51295 0.24777
O -2.85863 0.24976 0.32733
H -1.59481 0.98700 1.87162
H -3.26297 -0.85476 -1.35788
H 1.29281 -0.51294 1.71090
H 1.66207 -1.43701 0.21685
H 2.04270 -0.27796 -1.53300
H 1.16132 1.02262 -1.30265
H 1.96132 1.40535 0.65031
```

## Properties
- HOMO-LUMO gap (eV) = 9.6
- HOMO (eV) = -8.691
- 2S+1 = 1

Atomic partial charges in e from the natural (NBO) method, atoms 1 to 4: -0.056 0.319 -0.035 -0.077

---

ii | ORCA calculation (the ωB97M-V functional and the def2-TZVPD basis) on a single C4H7N3O molecule.

Geometry as XYZ:
```
15
C4H7N3O (the ωB97M-V functional and the def2-TZVPD basis)
N 2.60627 0.24200 -0.53914
C 1.61432 -0.19034 0.48266
C 0.25694 0.50778 0.59429
N -0.66998 1.54791 0.04418
C -1.82457 0.65814 -0.28201
N -1.85432 -0.61827 -0.38840
O -0.94013 -1.54255 0.24447
C 0.34302 -0.69705 -0.07341
H 2.10365 0.44190 -1.47356
H 3.50166 -0.54466 -0.59362
H 2.20389 -0.45100 1.43629
H -0.08831 0.16062 1.52183
H -0.55286 2.39990 0.61162
H -2.72744 1.32853 -0.36906
H 0.16842 -0.86752 -1.23507
```

## Properties
- HOMO-LUMO gap (eV) = 9.7
- HOMO (eV) = -8.961
- SMILES string = N[C@H]1[C@H]2NC=NO[C@H]12
- 2S+1 = 1

Atomic partial charges in e from the natural (NBO) method, atoms 1 to 4: -0.843 -0.035 -0.165 -0.652

---

Which structure wins on stability? i wins.

---

i | ORCA calculation (the ωB97M-V functional and the def2-TZVPD basis) on a single C4H7N3O molecule.

Geometry as XYZ:
```
15
C4H7N3O (the ωB97M-V functional and the def2-TZVPD basis)
C 1.56101 1.31254 0.20657
C 0.28967 0.55434 -0.03826
N -0.59423 1.07142 -1.02477
N -1.72929 0.21717 -0.91773
C -1.46590 -1.00280 -0.19694
O -2.18004 -1.88154 -0.17327
C -0.10348 -0.73920 0.32088
N 0.47123 -1.54850 1.11077
H 1.24816 2.12649 1.10705
H 1.87684 1.61964 -0.68348
H 2.16078 0.82857 0.71991
H -0.47775 1.91672 -0.86285
H -2.20989 0.21664 -1.75427
H -0.07362 -2.62150 1.31402
H 1.22650 -2.06998 0.87237
```

## Properties
- HOMO-LUMO gap (eV) = 8.4
- HOMO (eV) = -7.564
- SMILES string = Cc1[nH][nH]c(=O)c1N
- 2S+1 = 1

Atomic partial charges in e from the natural (NBO) method, atoms 1 to 4: -0.604 0.157 -0.415 -0.471

---

ii | ORCA calculation (the ωB97M-V functional and the def2-TZVPD basis) on a single C4H7N3O molecule.

Geometry as XYZ:
```
15
C4H7N3O (the ωB97M-V functional and the def2-TZVPD basis)
C -0.15351 1.66198 -0.27609
N 1.12687 1.61666 -0.27433
C 1.96154 0.64864 0.15902
N 2.07807 -0.62709 -0.12561
O 0.99238 -1.23785 -0.67508
C -0.06375 -1.45346 0.21000
C -1.22560 -0.61403 -0.17862
N -1.15228 0.80558 0.01668
H -0.50278 2.74207 -0.49025
H 2.79371 0.91877 0.85586
H 0.22872 -1.31569 1.28268
H -0.40072 -2.57352 -0.00050
H -2.05783 -0.94688 0.44104
H -1.59037 -0.84289 -1.20404
H -2.03447 1.21770 0.25924
```

## Properties
- HOMO-LUMO gap (eV) = 9.1
- HOMO (eV) = -8.603
- SMILES string = C1=N\C=N/OCCN/1
- 2S+1 = 1

Atomic partial charges in e from the natural (NBO) method, atoms 1 to 4: 0.344 -0.549 0.201 -0.185

---

Which structure wins on stability? ii wins.